DFT (the ωB97M-V functional and the def2-TZVPD basis) results for 2 unconnected molecules or ions with the total composition C5H6N2S in a non-equilibrium geometry.

Each atom is followed by the atoms it is bonded to, with distances in Å.
Atoms and positions in Å:
1 C -2.34 -0.33 -0.53  C2 1.355, N6 1.390, H9 1.075
2 C -2.92 0.46 0.41  C1 1.355, S8 1.717, H10 1.074
3 C -0.62 0.67 0.37  N6 1.281, S8 1.656
4 C 2.34 0.17 -0.57  C5 1.437, N7 1.470, H11 1.089, H12 1.107
5 C 2.05 -0.82 0.43  C4 1.437, N7 1.471, H13 1.034, H14 1.034
6 N -0.97 -0.09 -0.59  C1 1.390, C3 1.281
7 N 1.93 0.61 0.77  C4 1.470, C5 1.471
8 S -1.77 1.23 1.43  C2 1.717, C3 1.656
9 H -2.89 -0.71 -1.37  C1 1.075
10 H -3.97 0.65 0.47  C2 1.074
11 H 3.35 0.49 -0.82  C4 1.089
12 H 1.75 0.16 -1.50  C4 1.107
13 H 1.23 -1.45 0.46  C5 1.034
14 H 2.85 -1.05 1.05  C5 1.034

Largest force on an atom in eV/Å: 2.885
HOMO-LUMO gap (alpha / beta) in eV: 9.324 / 8.917
Total energy in hartree: -701.60653
E_HOMO (alpha / beta) in Ha: -0.3416 / -0.3508

DFT (the ωB97M-V functional and the def2-TZVPD basis) results for 2 unconnected molecules or ions with the total composition C5H6N2S in a non-equilibrium geometry.

Each atom is followed by the atoms it is bonded to, with distances in Å.
Atoms and positions in Å:
1 C 2.11 -0.83 -0.44  C2 1.371, N6 1.347, H9 1.071
2 C 2.16 0.54 -0.42  C1 1.371, N7 1.362, H10 1.071
3 C 0.23 -0.18 0.36  C5 1.416, N6 1.322, N7 1.371
4 C -2.67 -0.12 -0.57  S8 1.569, H11 1.074
5 C -1.04 -0.16 0.97  C3 1.416, H12 1.077, H13 1.076
6 N 0.92 -1.27 0.03  C1 1.347, C3 1.322
7 N 0.96 0.94 0.07  C2 1.362, C3 1.371, H14 1.007
8 S -4.13 0.23 -0.13  C4 1.569
9 H 2.86 -1.53 -0.75  C1 1.071
10 H 2.93 1.23 -0.71  C2 1.071
11 H -2.26 -0.39 -1.53  C4 1.074
12 H -1.35 0.74 1.47  C5 1.077
13 H -1.38 -1.09 1.41  C5 1.076
14 H 0.67 1.89 0.23  N7 1.007

Largest force on an atom in eV/Å: 3.874
HOMO-LUMO gap in eV: 7.330
Total energy in hartree: -701.72352
E_HOMO in Ha: -0.2747

DFT (the ωB97M-V functional and the def2-TZVPD basis) results for a gas-phase ion, C5H6N3S (charge +1) in a non-equilibrium geometry.

Each atom is followed by the atoms it is bonded to, with distances in Å.
Atoms and positions in Å:
1 C -0.10 -0.17 -2.75  N6 1.291, N8 1.185
2 C -1.01 1.24 0.77  C3 1.318, H10 1.064, H11 1.087
3 C -0.37 0.42 1.58  C2 1.318, C5 1.461, H12 1.119
4 C 1.16 -0.39 -0.94  N7 1.379, S9 1.680, H13 1.176
5 C -0.22 -1.01 1.30  C3 1.461, S9 1.835, H14 1.129, H15 1.096
6 N -0.27 0.90 -2.06  C1 1.291, N7 1.273
7 N 0.42 0.77 -0.99  C4 1.379, N6 1.273
8 N 0.44 -1.23 -2.68  C1 1.185
9 S 1.38 -1.30 0.46  C4 1.680, C5 1.835
10 H -0.97 2.25 1.12  C2 1.064
11 H -1.74 0.94 0.02  C2 1.087
12 H 0.16 0.73 2.52  C3 1.119
13 H 2.19 -0.14 -1.45  C4 1.176
14 H -1.06 -1.59 0.82  C5 1.129
15 H 0.00 -1.43 2.29  C5 1.096

Largest force on an atom in eV/Å: 4.956
HOMO-LUMO gap (alpha / beta) in eV: 6.821 / 6.821
Total energy in hartree: -756.05799
E_HOMO (alpha / beta) in Ha: -0.5144 / -0.5144
Total charge: +1

DFT (the ωB97M-V functional and the def2-TZVPD basis) results for a single C5H6N4 molecule in a non-equilibrium geometry.

Each atom is followed by the atoms it is bonded to, with distances in Å.
Atoms and positions in Å:
1 C 0.77 1.83 -0.99  C5 1.399, N6 1.144
2 C -0.56 -1.18 1.59  C3 1.360, N7 1.362, H10 1.119
3 C -1.39 -0.27 1.00  C2 1.360, N8 1.396, H11 1.161
4 C 1.44 -0.37 0.77  N7 1.254, H12 1.159
5 C 0.15 0.60 -0.74  C1 1.399, N8 1.394, N9 1.440
6 N 1.38 2.75 -1.27  C1 1.144
7 N 0.80 -1.17 1.49  C2 1.362, C4 1.254
8 N -1.06 0.58 -0.05  C3 1.396, C5 1.394, H13 0.932
9 N 0.11 -0.28 -1.88  C5 1.440, H14 1.035, H15 1.001
10 H -0.98 -1.90 2.33  C2 1.119
11 H -2.51 -0.21 1.29  C3 1.161
12 H 2.60 -0.41 0.88  C4 1.159
13 H -1.67 1.23 -0.32  N8 0.932
14 H 0.16 -1.26 -1.53  N9 1.035
15 H 0.76 0.05 -2.56  N9 1.001

Largest force on an atom in eV/Å: 4.499
HOMO-LUMO gap in eV: 8.471
Total energy in hartree: -413.00461
E_HOMO in Ha: -0.3082

DFT (the ωB97M-V functional and the def2-TZVPD basis) results for a gas-phase ion, C5H6NO (charge +1) in a non-equilibrium geometry.

Each atom is followed by the atoms it is bonded to, with distances in Å.
Atoms and positions in Å:
1 C 1.52 1.03 0.08  C2 1.366, N6 1.455, H8 1.083
2 C 1.10 -0.16 -0.44  C1 1.366, C3 1.438, C5 1.525
3 C 0.09 -0.68 -1.31  C2 1.438, C5 1.615, H9 1.152, H10 1.127
4 C -0.53 0.59 1.16  C5 1.544, N6 1.428, H11 1.237, H12 1.174
5 C -0.15 -0.63 0.29  C2 1.525, C3 1.615, C4 1.544, H13 1.165
6 N 0.61 1.45 1.13  C1 1.455, C4 1.428, O7 1.209
7 O 0.64 2.45 1.82  N6 1.209
8 H 2.33 1.73 -0.12  C1 1.083
9 H -0.59 -0.05 -1.99  C3 1.152
10 H -0.01 -1.78 -1.55  C3 1.127
11 H -1.56 1.07 0.67  C4 1.237
12 H -0.88 0.51 2.28  C4 1.174
13 H -0.32 -1.70 0.72  C5 1.165

Largest force on an atom in eV/Å: 4.461
HOMO-LUMO gap (alpha / beta) in eV: 7.746 / 7.748
Total energy in hartree: -323.62798
E_HOMO (alpha / beta) in Ha: -0.5418 / -0.5417
Total charge: +1

DFT (the ωB97M-V functional and the def2-TZVPD basis) results for a gas-phase ion, C5H6NO2S (charge -1) in a non-equilibrium geometry.

Each atom is followed by the atoms it is bonded to, with distances in Å.
Atoms and positions in Å:
1 C 1.23 -0.01 -0.21  C2 1.297, C3 1.498
2 C -0.05 0.20 -0.20  C1 1.297, C4 1.546, C5 1.508
3 C 2.51 0.74 0.01  C1 1.498, O7 1.248, O8 1.210
4 C -1.01 -0.94 -0.60  C2 1.546, N6 1.422, H10 1.099, H11 1.093
5 C -0.76 1.46 0.22  C2 1.508, H12 1.091, H13 1.092, H14 1.088
6 N -1.05 -2.01 0.34  C4 1.422, S9 1.690, H15 1.015
7 O 2.20 1.44 1.00  C3 1.248
8 O 3.49 0.66 -0.69  C3 1.210
9 S 0.01 -3.30 0.15  N6 1.690
10 H -2.01 -0.51 -0.69  C4 1.099
11 H -0.72 -1.37 -1.57  C4 1.093
12 H -1.43 1.27 1.05  C5 1.091
13 H -1.33 1.85 -0.63  C5 1.092
14 H -0.02 2.20 0.52  C5 1.088
15 H -1.07 -1.69 1.30  N6 1.015

Largest force on an atom in eV/Å: 1.667
HOMO-LUMO gap (alpha / beta) in eV: 5.677 / 8.342
Total energy in hartree: -797.48522
E_HOMO (alpha / beta) in Ha: -0.1235 / -0.1796
Total charge: -1

DFT (the ωB97M-V functional and the def2-TZVPD basis) results for a gas-phase ion, C5H6NO3S (charge -1) in a non-equilibrium geometry.

Each atom is followed by the atoms it is bonded to, with distances in Å.
Atoms and positions in Å:
1 C 0.66 0.31 -0.81  C3 1.372, N6 1.680, O8 1.236
2 C 4.70 0.21 0.05  C4 1.582, O7 1.201, O9 1.185
3 C -0.20 1.33 -0.48  C1 1.372, S10 1.753, H11 1.112
4 C 3.38 -0.11 -0.76  C2 1.582, N6 1.316, H12 1.038
5 C -2.06 -0.33 0.59  S10 1.763, H13 1.125, H14 1.129, H15 1.054
6 N 2.28 0.55 -0.45  C1 1.680, C4 1.316, H16 1.020
7 O 4.78 1.34 0.45  C2 1.201
8 O 0.43 -0.81 -1.28  C1 1.236
9 O 5.36 -0.77 0.17  C2 1.185
10 S -1.93 1.02 -0.53  C3 1.753, C5 1.763
11 H -0.09 2.22 0.17  C3 1.112
12 H 3.38 -0.93 -1.40  C4 1.038
13 H -1.59 0.10 1.52  C5 1.125
14 H -1.34 -1.20 0.51  C5 1.129
15 H -3.07 -0.57 0.76  C5 1.054
16 H 2.53 1.31 0.18  N6 1.020

Largest force on an atom in eV/Å: 4.487
HOMO-LUMO gap in eV: 7.520
Total energy in hartree: -872.79575
E_HOMO in Ha: -0.1590
Total charge: -1

DFT (the ωB97M-V functional and the def2-TZVPD basis) results for a gas-phase ion, C5H6NO4P (charge -2) in a non-equilibrium geometry.

Each atom is followed by the atoms it is bonded to, with distances in Å.
Atoms and positions in Å:
1 C 0.38 -0.02 0.04  C2 1.490, C3 1.318, P11 1.989
2 C -0.74 -0.43 -0.85  C1 1.490, C4 1.498, N6 1.337
3 C -0.27 0.70 0.93  C1 1.318, C5 1.504, O10 1.451
4 C -0.46 -1.31 -2.03  C2 1.498, H12 1.112, H13 1.133, H14 1.153
5 C 0.20 1.39 2.19  C3 1.504, H15 1.015, H16 1.093, H17 1.035
6 N -1.93 0.02 -0.45  C2 1.337, O10 1.396
7 O 2.89 0.62 0.59  P11 1.497
8 O 2.51 -1.78 -0.18  P11 1.497
9 O 2.41 0.08 -1.86  P11 1.507
10 O -1.70 0.75 0.72  C3 1.451, N6 1.396
11 P 2.30 -0.31 -0.41  C1 1.989, O7 1.497, O8 1.497, O9 1.507
12 H -1.18 -2.16 -1.98  C4 1.112
13 H -0.50 -0.83 -3.06  C4 1.133
14 H 0.64 -1.62 -1.88  C4 1.153
15 H 1.12 1.77 2.00  C5 1.015
16 H -0.41 2.22 2.56  C5 1.093
17 H 0.19 0.71 2.97  C5 1.035

Largest force on an atom in eV/Å: 3.163
HOMO-LUMO gap in eV: 6.111
Total energy in hartree: -891.21864
E_HOMO in Ha: 0.0099
Total charge: -2